ORCA calculation (ωB97M-V with the def2-TZVPD basis set) on C30H55Cl14F3N2NbO2S as an isolated structure.

Atoms and positions in Å:
C  3.582  0.034  -1.145
C  2.875  1.114  -0.343
N  1.639  0.921  -0.105
C  3.695  2.274  0.124
Nb  2.829  4.336  -0.311
C  1.844  3.708  -2.197
C  0.659  4.654  -2.541
C  -0.573  4.357  -1.697
C  -1.072  2.903  -1.803
N  -0.807  2.277  -3.125
C  4.687  5.191  -1.266
C  5.544  4.343  -2.186
C  6.815  4.862  -2.525
C  7.692  4.204  -3.362
C  7.330  2.971  -3.954
C  8.291  2.334  -4.913
C  6.080  2.470  -3.645
C  5.220  3.136  -2.765
S  3.765  4.972  2.049
O  3.202  4.212  3.157
O  3.570  6.409  2.212
C  5.639  4.752  2.241
F  6.320  5.860  1.945
F  5.909  4.479  3.524
F  6.130  3.751  1.506
H  3.133  -0.059  -2.132
H  4.656  0.188  -1.179
H  3.374  -0.902  -0.628
H  1.291  1.705  0.452
H  3.718  2.197  1.219
H  4.740  2.192  -0.174
H  1.337  3.801  0.600
H  2.091  6.017  -0.340
H  2.565  3.798  -3.015
H  1.463  2.690  -2.156
H  0.379  4.547  -3.587
H  0.959  5.686  -2.355
H  -0.414  4.580  -0.643
H  -1.380  5.003  -2.057
H  -2.154  2.914  -1.685
H  -0.665  2.289  -1.002
H  -0.416  1.361  -2.947
H  -1.690  2.169  -3.608
H  5.359  5.603  -0.507
H  4.361  6.071  -1.836
H  7.117  5.814  -2.108
H  8.635  4.680  -3.589
H  9.315  2.490  -4.577
H  8.137  1.264  -5.035
H  8.212  2.813  -5.891
H  5.773  1.545  -4.118
H  4.267  2.678  -2.545
Cl  -3.944  1.380  -0.578
C  -3.069  1.035  0.936
C  -3.299  2.097  1.978
Cl  -2.545  3.649  1.537
H  -2.013  0.933  0.693
H  -3.434  0.077  1.300
H  -2.854  1.783  2.921
H  -4.361  2.272  2.137
Cl  -5.290  -1.701  0.371
C  -6.361  -1.414  -1.015
C  -6.023  -2.294  -2.190
Cl  -4.454  -1.868  -2.925
H  -6.295  -0.359  -1.271
H  -7.377  -1.625  -0.680
H  -6.779  -2.176  -2.965
H  -5.982  -3.342  -1.902
Cl  -7.660  -2.587  2.603
C  -6.772  -2.955  4.104
C  -6.983  -1.902  5.159
Cl  -6.223  -0.347  4.725
H  -5.719  -3.059  3.850
H  -7.136  -3.918  4.468
H  -6.529  -2.227  6.094
H  -8.040  -1.721  5.332
Cl  8.792  2.368  -1.857
C  10.355  2.137  -1.018
C  10.281  1.121  0.095
Cl  9.293  1.696  1.461
H  10.677  3.107  -0.645
H  11.068  1.801  -1.771
H  11.279  0.924  0.486
H  9.856  0.184  -0.256
Cl  -7.945  -7.888  3.722
C  -7.052  -8.254  5.221
C  -7.259  -7.200  6.275
Cl  -6.495  -5.647  5.831
H  -6.000  -8.361  4.967
H  -7.418  -9.215  5.586
H  -6.805  -7.521  7.211
H  -8.316  -7.014  6.450
Cl  -0.316  -0.133  -6.849
C  -1.568  -0.683  -5.707
C  -2.906  -0.045  -5.978
Cl  -2.905  1.697  -5.607
H  -1.222  -0.466  -4.699
H  -1.649  -1.763  -5.820
H  -3.664  -0.504  -5.346
H  -3.202  -0.168  -7.017
Cl  -7.559  -11.095  6.856
C  -7.449  -12.849  6.539
C  -8.069  -13.224  5.218
Cl  -9.839  -13.025  5.228
H  -7.926  -13.369  7.365
H  -6.391  -13.103  6.535
H  -7.867  -14.273  5.006
H  -7.669  -12.624  4.405

**Total charge**: -1
**HOMO level**: -5.29 eV
**Total energy**: -234926.1022 eV
**LUMO**: 1.20 eV